(A)
C6H11NO | ωB97M-V with the def2-TZVPD basis set

Calculated values
- lowest unoccupied orbital energy (eV) = 0.962
- SMILES string = CC[C@H](C)C(N)=C=O
- Kohn-Sham gap (eV) = 8.39
- molecular weight (g/mol) = 113.16

```
19
C6H11NO ωB97M-V with the def2-TZVPD basis set
C -1.5903 1.4493 -0.6378
C -1.1941 0.4553 0.4440
C -0.0994 -0.6847 -0.0201
C 0.0166 -1.7101 1.1001
C 1.1950 0.0218 -0.2710
N 2.1807 -0.6104 -1.0657
C 1.3723 1.1754 0.3371
O 1.6257 2.2591 0.7224
H -2.4662 2.0179 -0.3291
H -1.8331 0.9372 -1.5683
H -0.7932 2.1575 -0.8505
H -0.9194 0.9504 1.3764
H -2.0620 -0.1597 0.6907
H -0.4210 -1.1721 -0.9476
H -0.9256 -2.2368 1.2440
H 0.7954 -2.4306 0.8544
H 0.2823 -1.2235 2.0363
H 2.9704 -0.0134 -1.2738
H 1.8659 -1.1828 -1.8411
```

(B)
C6H11NO | ωB97M-V with the def2-TZVPD basis set

Calculated values
- lowest unoccupied orbital energy (eV) = 0.889
- SMILES string = C[C@@]12CNC[C@@]1(O)C2
- Kohn-Sham gap (eV) = 9.21
- molecular weight (g/mol) = 113.16

```
19
C6H11NO ωB97M-V with the def2-TZVPD basis set
C -1.9720 0.1025 -0.3999
C -0.7092 0.3553 0.3547
C -0.3228 -0.8854 1.1225
N 0.1074 -1.7629 -0.0114
C 0.7362 -0.8061 -1.0050
C 0.5610 0.5988 -0.3830
O 1.7758 0.7701 0.3089
C -0.3261 1.8349 0.1057
H -2.1369 -0.9307 -0.5598
H -1.8550 0.5352 -1.3690
H -2.8799 0.3265 0.1133
H 0.5031 -0.6029 1.8278
H -0.9444 -1.4427 1.7064
H 0.8952 -2.3646 0.3344
H 1.7808 -1.0121 -1.1883
H 0.1526 -0.9574 -1.8601
H 2.3823 0.4585 -0.3415
H 0.2774 2.5064 0.7152
H -0.9363 2.4627 -0.5401
```

(C)
C6H11NO | ωB97M-V with the def2-TZVPD basis set

Calculated values
- lowest unoccupied orbital energy (eV) = 0.918
- SMILES string = C=C/C(C)=C(\N)OC
- Kohn-Sham gap (eV) = 8.33
- molecular weight (g/mol) = 113.16

```
19
C6H11NO ωB97M-V with the def2-TZVPD basis set
C -1.6203 2.2136 0.5222
C -1.7099 0.8800 0.5849
C -0.7248 -0.1176 0.2026
C -0.9661 -1.5478 0.6152
C 0.3351 0.2150 -0.5579
N 0.7184 1.2454 -1.3475
O 1.3066 -0.7780 -1.0609
C 2.3328 -1.1057 -0.1093
H -2.4185 2.8379 0.8942
H -0.7145 2.7284 0.2406
H -2.6427 0.4556 0.9478
H -0.3973 -2.2406 -0.0030
H -0.7059 -1.7127 1.6653
H -2.0241 -1.7959 0.5133
H 1.4950 0.4199 -1.8543
H -0.0253 1.8799 -1.6089
H 2.8326 -0.1921 0.2215
H 3.0315 -1.7693 -0.6152
H 1.8977 -1.6161 0.7494
```

(D)
C6H11NO | ωB97M-V with the def2-TZVPD basis set

Calculated values
- lowest unoccupied orbital energy (spin up / spin down) (eV) = 0.621 / 0.246
- Kohn-Sham gap (spin up / spin down) (eV) = 7.57 / 6.64
- molecular weight (g/mol) = 113.16

```
19
C6H11NO ωB97M-V with the def2-TZVPD basis set
C -2.6204 0.1219 0.2179
C 0.7548 -0.3895 -1.8364
C 2.4612 -1.0358 0.7949
C 0.6219 -0.0877 0.8206
C -1.4129 1.0203 0.1484
C 0.6025 -0.1896 -0.4034
O 0.4676 0.1479 2.1022
N -1.5280 2.2000 -0.2840
H -0.3980 0.6134 2.1383
H -0.6463 2.7159 -0.2954
H -2.4163 -0.8108 -0.3148
H -2.8417 -0.1514 1.2532
H -3.5006 0.6037 -0.2208
H 1.6962 0.0258 -2.2016
H 0.7111 -1.4479 -2.1001
H 2.7720 -1.4669 -0.1497
H 3.0829 -0.2133 1.1269
H 2.2547 -1.7877 1.5465
H -0.0606 0.1315 -2.3428
```

Taking the most stable structure as the zero point, the relative energies in eV are (A) 0.000; (B) 3.329; (C) 1.731; (D) 5.851.

(A)
C6H11NO | ωB97M-V with the def2-TZVPD basis set

Calculated values
- lowest unoccupied orbital energy (eV) = 0.930
- SMILES string = C=CCC[C@@H](N)C=O
- Kohn-Sham gap (eV) = 10.36
- molecular weight (g/mol) = 113.16

```
19
C6H11NO ωB97M-V with the def2-TZVPD basis set
C -1.4390 -2.5534 1.5209
C -1.3738 -1.6255 0.5878
C -0.1529 -1.2206 -0.1988
C 0.0038 0.1139 -0.8578
C 0.9216 1.1852 -0.0400
N 2.1590 1.6470 -0.7526
C 0.0851 2.4425 0.4811
O -1.0271 2.5922 0.1063
H -0.5979 -3.0889 1.7334
H -2.5654 -2.8863 1.8683
H -2.1233 -0.8411 0.2887
H -0.3172 -1.8249 -1.2177
H 0.7902 -1.4940 0.3631
H 0.4772 0.0332 -1.8771
H -0.9167 0.5745 -1.1988
H 1.0574 0.5840 0.8600
H 2.5594 0.8862 -1.1544
H 1.8611 2.2012 -1.6376
H 0.5985 3.2748 1.1250
```

(B)
C6H11NO | ωB97M-V with the def2-TZVPD basis set

Calculated values
- lowest unoccupied orbital energy (eV) = 0.982
- SMILES string = C/C=C/C[C@H](N)C=O
- Kohn-Sham gap (eV) = 10.25
- molecular weight (g/mol) = 113.16

```
19
C6H11NO ωB97M-V with the def2-TZVPD basis set
C 3.3330 0.4769 0.1071
C 2.0756 -0.1909 -0.4103
C 0.8648 -0.0103 0.0954
C -0.3915 -0.7774 -0.2727
C -1.6289 -0.1197 0.3598
N -2.6901 -1.0580 0.7133
C -2.1812 0.9669 -0.6100
O -3.2059 0.8176 -1.2125
H 3.1600 1.5486 -0.0249
H 3.6150 0.2696 1.1398
H 4.2147 0.1734 -0.4549
H 2.2970 -0.9433 -1.1656
H 0.7600 0.8033 0.8138
H -0.4759 -0.8349 -1.3532
H -0.2614 -1.6876 0.3170
H -1.3621 0.4531 1.2498
H -3.2231 -0.6832 1.4796
H -3.3522 -1.0714 -0.0642
H -1.5480 1.8671 -0.7073
```

(C)
C6H11NO | ωB97M-V with the def2-TZVPD basis set

Calculated values
- lowest unoccupied orbital energy (eV) = 0.893
- SMILES string = CC(=O)N1CCCC1
- Kohn-Sham gap (eV) = 9.90
- molecular weight (g/mol) = 113.16

```
19
C6H11NO ωB97M-V with the def2-TZVPD basis set
C -2.5166 -0.1210 0.5539
C -1.2876 -0.4127 -0.2622
O -1.2904 -1.5240 -0.7881
N -0.1895 0.4172 -0.2670
C 0.3738 0.8648 1.0311
C 1.8303 0.4469 1.0768
C 2.1810 0.0090 -0.4243
C 0.9148 0.2059 -1.2457
H -3.0337 0.7339 0.0940
H -3.2149 -0.9333 0.6117
H -2.2090 0.0781 1.5976
H -0.2230 0.3889 1.8394
H 0.1556 1.9368 1.0895
H 2.2020 -0.2590 1.8042
H 2.3908 1.3608 1.2768
H 3.1234 0.2746 -0.8731
H 2.1465 -1.0971 -0.1775
H 0.6054 -0.6796 -1.8120
H 0.9505 1.0788 -1.9086
```

Taking the most stable structure as the zero point, the relative energies in eV are (A) 2.492; (B) 0.719; (C) 0.000.

(A)
C6H11NO | ωB97M-V with the def2-TZVPD basis set

Calculated values
- lowest unoccupied orbital energy (eV) = 0.836
- SMILES string = C=CCCC(=O)NC
- Kohn-Sham gap (eV) = 10.32
- molecular weight (g/mol) = 113.16

```
19
C6H11NO ωB97M-V with the def2-TZVPD basis set
C -1.3699 -1.0570 -2.7683
C -0.5441 -1.1186 -1.7230
C -0.6773 -0.0477 -0.6448
C -0.4563 -0.6815 0.7392
C 0.9568 -0.6490 1.2312
O 1.5280 -1.6712 1.5807
N 1.6428 0.5354 1.2948
C 0.9905 1.8187 1.3741
H -2.0319 -0.2056 -2.8760
H -1.4480 -1.7648 -3.5848
H 0.0782 -1.9542 -1.4365
H -1.6299 0.4895 -0.7008
H -0.0710 0.8490 -0.8526
H -1.0400 -0.0867 1.4475
H -0.8080 -1.7049 0.7783
H 2.5119 0.5443 1.8047
H 1.1571 2.5190 0.5480
H 1.3062 2.3559 2.2793
H -0.0952 1.8294 1.5091
```

(B)
C6H11NO | ωB97M-V with the def2-TZVPD basis set

Calculated values
- lowest unoccupied orbital energy (eV) = 0.989
- Kohn-Sham gap (eV) = 9.09
- molecular weight (g/mol) = 113.16

```
19
C6H11NO ωB97M-V with the def2-TZVPD basis set
C -0.4444 0.2792 0.3743
C -1.2068 -0.7574 0.0908
C 1.2239 -0.9213 0.5189
C -0.4364 1.7444 0.2938
C -2.6653 -0.7849 -0.0690
C 2.4390 -0.2930 -0.0568
N 0.7251 -2.0571 -0.1316
O -0.6711 -2.0406 0.0390
H 1.2730 -1.0621 1.5790
H -0.0463 2.3370 1.1371
H -1.3872 2.2503 0.2892
H 0.2161 2.0041 -0.4792
H -3.1553 -0.1103 -0.8993
H -3.3963 -0.5041 0.7371
H -2.9577 -1.8279 -0.3584
H 3.0930 -1.0545 -0.2487
H 3.0556 0.4248 0.6858
H 2.3778 0.2948 -0.9752
H 0.8756 -2.2538 -1.0880
```

(C)
C6H11NO | ωB97M-V with the def2-TZVPD basis set

Calculated values
- lowest unoccupied orbital energy (eV) = 0.863
- SMILES string = CN1CCC[C@H]1C=O
- Kohn-Sham gap (eV) = 9.65
- molecular weight (g/mol) = 113.16

```
19
C6H11NO ωB97M-V with the def2-TZVPD basis set
C 1.0524 0.5508 1.7003
N 0.8021 0.3556 0.2769
C -0.1811 1.3724 -0.2783
C -1.4788 0.6369 -0.6425
C -1.2634 -0.8306 -0.2704
C 0.2425 -0.9493 -0.1046
C 1.1437 -1.3773 -1.2685
O 1.5478 -2.5141 -1.3273
H 1.8894 1.2213 1.9024
H 1.4128 -0.3345 2.2374
H 0.1471 0.9256 2.1811
H 0.3556 1.7121 -1.1668
H -0.2210 2.2220 0.3977
H -1.5753 0.7726 -1.7244
H -2.3594 1.1399 -0.2445
H -1.6735 -1.4812 -1.0452
H -1.7993 -1.1655 0.6167
H 0.4506 -1.6914 0.6671
H 1.5077 -0.5652 -1.9071
```

Taking the most stable structure as the zero point, the relative energies in eV are (A) 0.000; (B) 4.010; (C) 0.418.